{"formula": "C2H2N2PS", "method": "ωB97M-V/def2-TZVPD", "e_above_lowest_ev": 1.940, "mol_weight_g_mol": 117.093, "charge": -1, "orbital_gap_ev": [6.74, 6.74], "species": ["C", "C", "N", "N", "P", "S", "H", "H"], "coordinates": [[-0.346, -0.723, 0.485], [0.628, -0.819, -0.703], [-0.875, 0.383, 0.750], [0.490, -0.080, -1.667], [-1.096, 1.737, -0.137], [0.220, 2.852, 0.774], [-0.416, -1.695, 1.144], [1.396, -1.655, -0.647]]}

---

{"formula": "C2H2N2S", "method": "ωB97M-V/def2-TZVPD", "e_above_lowest_ev": 3.836, "mol_weight_g_mol": 86.119, "orbital_gap_ev": 8.86, "species": ["C", "C", "N", "N", "S", "H", "H"], "coordinates": [[0.149, 1.571, -0.098], [1.146, -0.955, -0.173], [1.323, 1.540, 0.091], [-1.044, 1.452, -0.159], [2.355, 0.083, -0.036], [1.455, -2.038, -0.452], [-1.803, 2.057, -0.425]]}

---

{"formula": "C2H2N3O", "method": "ωB97M-V/def2-TZVPD", "e_above_lowest_ev": 4.364, "mol_weight_g_mol": 84.058, "charge": 1, "orbital_gap_ev": [7.03, 7.03], "species": ["N", "N", "C", "C", "N", "O", "H", "H"], "coordinates": [[-1.483, -1.018, 1.891], [-0.629, -0.770, 1.210], [0.398, -0.543, 0.496], [0.535, 0.180, -0.728], [-0.344, 1.014, -1.046], [-1.141, 1.603, -1.628], [1.198, -0.964, 0.969], [1.466, 0.499, -1.164]]}

---

{"formula": "C2H2N3O", "method": "ωB97M-V/def2-TZVPD", "e_above_lowest_ev": 1.715, "mol_weight_g_mol": 84.058, "charge": 1, "orbital_gap_ev": 8.25, "species": ["C", "C", "N", "N", "N", "O", "H", "H"], "coordinates": [[0.119, -0.908, -0.046], [2.174, 0.435, -0.001], [0.510, -2.123, -0.006], [0.684, -3.229, 0.025], [0.931, 0.252, 0.081], [3.293, 0.601, -0.028], [-0.926, -0.731, -0.245], [0.374, 1.100, 0.244]]}

---

{"formula": "C2H2N3O2", "method": "ωB97M-V/def2-TZVPD", "e_above_lowest_ev": 2.272, "mol_weight_g_mol": 100.057, "charge": -1, "orbital_gap_ev": 8.95, "species": ["O", "C", "N", "C", "N", "N", "O", "H", "H"], "coordinates": [[-2.039, 1.398, -0.059], [-0.967, 0.847, -0.026], [0.291, 1.136, -0.027], [1.244, 0.035, 0.024], [0.434, -1.185, -0.016], [-0.787, -0.813, 0.008], [-1.703, -1.655, 0.011], [1.740, 0.236, -0.839], [1.788, 0.002, 0.924]]}

---

{"formula": "C2H2N3OS", "method": "ωB97M-V/def2-TZVPD", "e_above_lowest_ev": 3.063, "mol_weight_g_mol": 116.125, "charge": -1, "orbital_gap_ev": [6.67, 7.75], "species": ["C", "C", "N", "N", "N", "O", "S", "H", "H"], "coordinates": [[-0.730, 1.376, 0.180], [-1.121, -1.046, 0.293], [-0.752, 2.542, 0.282], [2.183, 0.361, -0.378], [-0.562, 0.103, 0.133], [-0.670, -2.134, 0.601], [-2.869, -0.714, 0.033], [2.470, -0.501, 0.160], [2.052, 0.012, -1.305]]}